[1]
Molecular formula: C18H28N2O5S
Method: DFT, ωB97M-V/def2-TZVPD

```
54
Properties=species:S:1:pos:R:3
C -0.78629 -2.22768 -2.53980
C -0.11055 -1.79908 -1.27557
C 1.23762 -1.49340 -1.23339
C 1.83134 -1.10059 -0.04859
C 1.09825 -1.00051 1.11359
C -0.25438 -1.29809 1.09688
C -0.85957 -1.69784 -0.08979
O -2.18431 -2.01017 -0.21134
C -2.98811 -2.01115 0.94514
H -3.94216 -2.44954 0.63354
H -2.56875 -2.64254 1.73666
C -3.27458 -0.61621 1.51940
O -3.65780 -0.46512 2.66068
N -3.06254 0.38056 0.64665
H -2.83286 0.16368 -0.31245
C -3.36794 1.76057 0.92284
H -2.49571 2.37594 0.68499
H -3.60327 1.84620 1.98496
C -4.55917 2.22693 0.07281
C -5.84196 1.41239 0.33740
H -6.69420 2.08094 0.45477
C -5.99749 0.56559 -0.92688
H -5.46121 -0.37874 -0.82723
C -5.31519 1.45076 -1.96775
H -6.00614 2.22942 -2.32239
H -4.92335 0.90530 -2.82765
O -4.22085 2.04271 -1.29867
H -7.03547 0.35828 -1.17437
H -5.74895 0.80817 1.23691
H -4.72409 3.29679 0.26424
H -0.82495 -1.20800 2.00735
H 1.59195 -0.70054 2.02301
S 3.56038 -0.66392 -0.02453
O 4.17287 -1.15381 -1.23061
O 4.11969 -1.02485 1.24412
N 3.43169 1.00409 -0.10863
H 3.52233 1.31319 -1.06376
C 4.16571 1.82066 0.83256
H 3.58448 2.73269 1.01129
C 5.59353 2.18925 0.39788
C 6.45081 0.93917 0.22411
H 6.04419 0.29800 -0.55490
H 6.47621 0.36364 1.14580
H 7.46826 1.21227 -0.04776
C 5.58856 3.02414 -0.88262
H 4.92506 3.88134 -0.78427
H 5.26589 2.42724 -1.73365
H 6.59092 3.38857 -1.09464
H 6.01589 2.79894 1.20504
H 4.20399 1.23906 1.75498
H 1.85228 -1.56999 -2.11651
H -1.51701 -1.48114 -2.84902
H -0.06007 -2.36181 -3.33564
H -1.32272 -3.16094 -2.37944
```

## Properties
ΔE to the lowest compared entry with this formula, charge and spin: 11.9 kJ/mol
largest force on an atom: 0.01604 hartree/bohr
E_tot: -43173.4756 eV
highest occupied orbital energy: -8.887 eV

[2]
Molecular formula: C18H28N2OS5Ta
Method: DFT, ωB97M-V/def2-TZVPD

```
55
Properties=species:S:1:pos:R:3
Ta -0.12410 -0.05129 0.02835
C -0.84005 3.01926 1.62791
C 0.59276 3.33881 1.25102
S 1.23957 2.24140 -0.05395
C 2.84167 1.72032 0.61808
C 2.77088 1.03150 1.96668
S 1.62836 -0.38754 1.98283
C 0.69136 -0.15675 3.51635
C -0.11874 1.11951 3.58086
S -1.16140 1.30218 2.11067
H -1.50940 3.19216 0.78987
H -1.16841 3.66281 2.44551
H 1.27374 3.28920 2.09772
H 0.64243 4.35447 0.85769
H 3.48385 2.60051 0.67795
H 3.26649 1.06366 -0.14330
H 2.47954 1.70580 2.76908
H 3.75876 0.64229 2.21548
H 1.39793 -0.21902 4.34575
H 0.05170 -1.03889 3.56625
H 0.50366 2.00614 3.68537
H -0.77739 1.08496 4.44933
C -3.79300 2.28035 -1.02062
C -2.85468 1.14175 -1.24161
O -1.83499 0.98193 -0.47369
N -3.08941 0.30296 -2.21832
C -2.23095 -0.84719 -2.50234
C -0.91732 -0.40192 -3.07881
C -0.68612 -0.48994 -4.43577
C 0.52200 -0.06224 -4.96601
C 1.47047 0.46314 -4.10754
C 1.17878 0.52734 -2.76325
N 0.01151 0.10603 -2.22565
H -3.49200 2.86870 -0.16121
H -4.80208 1.90056 -0.85004
H -3.82048 2.91925 -1.90543
H -3.89564 0.47418 -2.80670
H -2.75658 -1.50118 -3.19264
H -2.08171 -1.41205 -1.58337
H -1.45044 -0.90717 -5.07800
H 0.71717 -0.14254 -6.02755
H 2.42724 0.81549 -4.46690
H 1.91372 0.92395 -2.07981
C -0.35932 -4.23341 2.09752
C -0.08020 -3.11852 1.13816
S -1.30598 -1.91101 0.94429
C 1.08498 -3.08617 0.38532
C 2.09218 -4.19683 0.46787
S 1.32507 -1.84837 -0.74714
H -1.32908 -4.12843 2.57697
H 0.41226 -4.28934 2.86886
H -0.34138 -5.18798 1.56476
H 1.61422 -5.16322 0.29881
H 2.53915 -4.22838 1.46458
H 2.88937 -4.07121 -0.26027
```

## Properties
ΔE to the lowest compared entry with this formula, charge and spin: 0.0 kJ/mol
largest force on an atom: 0.02053 hartree/bohr
E_tot: -79854.0246 eV
highest occupied orbital energy (alpha / beta): -16.949 / -16.949 eV
charge: +3

[3]
Molecular formula: C18H28O2
Method: DFT, ωB97M-V/def2-TZVPD

```
48
Properties=species:S:1:pos:R:3
O 7.41265 1.59047 0.60684
C 6.91186 0.92791 -0.26075
O 7.56835 -0.07394 -0.86498
H 8.46546 -0.15914 -0.50493
C 5.52196 1.10139 -0.81611
C 4.49321 1.27956 0.30296
C 4.39402 0.06754 1.23068
C 4.00940 -1.24635 0.54593
C 2.69070 -1.20922 -0.22813
C 1.48041 -0.89681 0.64903
C 0.17181 -1.00622 -0.13068
C -1.03592 -0.66541 0.74010
C -2.37616 -0.88081 0.03704
C -2.61148 0.08453 -1.12187
H -1.87256 -0.09133 -1.90547
H -2.48918 1.10976 -0.76540
C -4.01286 -0.07395 -1.72739
C -5.08520 0.31405 -0.75006
C -5.83173 -0.64743 -0.08186
C -6.79691 -0.27988 0.83958
C -7.02844 1.05807 1.10654
C -6.29137 2.02565 0.44469
C -5.32830 1.65472 -0.47559
H -4.75864 2.41430 -0.99272
H -6.46945 3.07230 0.64576
H -7.78150 1.34633 1.82524
H -7.36974 -1.04041 1.35052
H -5.65693 -1.69445 -0.28666
H -4.08510 0.56068 -2.61424
H -4.15225 -1.11093 -2.03958
H -2.42835 -1.90818 -0.33189
H -3.17767 -0.74935 0.76795
H -0.96466 0.37486 1.06679
H -1.00830 -1.29241 1.63492
H 0.21303 -0.33042 -0.98688
H 0.06341 -2.02357 -0.51467
H 1.56600 0.11339 1.05296
H 1.45794 -1.59114 1.49243
H 2.75173 -0.47625 -1.03465
H 2.54242 -2.18784 -0.69246
H 3.93931 -2.01791 1.31687
H 4.80782 -1.54676 -0.13582
H 5.35895 -0.07344 1.72335
H 3.66490 0.29283 2.01090
H 3.52031 1.49118 -0.14164
H 4.78617 2.14464 0.90096
H 5.53410 2.00094 -1.43696
H 5.28683 0.24849 -1.45062
```

## Properties
ΔE to the lowest compared entry with this formula, charge and spin: 10.3 kJ/mol
largest force on an atom: 0.01321 hartree/bohr
E_tot: -23216.6093 eV
highest occupied orbital energy: -9.048 eV

[4]
Molecular formula: C18H28O2
Method: DFT, ωB97M-V/def2-TZVPD

```
48
Properties=species:S:1:pos:R:3
O -4.53205 -2.47371 0.70851
C -5.38532 -1.77636 0.44762
O -6.34771 -1.98349 -0.45128
H -6.24801 -2.94179 -0.90009
C -5.78603 -0.64105 1.00240
C -5.76333 0.63082 0.23277
C -4.43792 0.69361 -0.34338
C -3.21036 1.07185 0.33482
C -1.93506 1.34548 -0.37994
C -0.67849 1.48389 0.67112
C 0.51940 2.15318 0.00559
C 1.04783 1.02971 -1.09931
C 1.59139 -0.55710 -0.44224
C 2.27653 -1.25985 -1.25187
H 1.62156 -1.49512 -2.30447
H 2.27196 -2.35089 -0.67047
C 3.69328 -1.06387 -1.67682
C 4.55291 -0.83682 -0.47716
C 5.24978 -1.81502 -0.05140
C 5.95000 -1.78162 1.22897
C 6.22457 -0.59527 1.56813
C 5.60682 0.64585 1.25375
C 4.88515 0.56764 0.05422
H 4.40735 1.40027 -0.26111
H 5.94725 1.69093 1.27669
H 7.00645 -0.49344 2.50706
H 6.41570 -2.90851 1.54017
H 4.96047 -2.72928 -0.44452
H 3.96880 -1.67849 -2.31995
H 3.62822 0.01453 -2.18077
H 2.25177 -0.04920 0.45474
H 0.65182 -0.89315 -0.05161
H 2.05328 1.42856 -1.45399
H 0.40170 0.59759 -1.80504
H 0.36210 2.82241 -0.54636
H 1.37224 2.35983 0.79113
H -0.52328 0.62184 1.07901
H -0.99239 2.33184 1.66038
H -1.68930 0.51795 -0.92351
H -2.11106 2.33720 -0.81633
H -2.97739 0.09355 1.24798
H -3.55934 1.97384 1.34345
H -4.25774 -0.13305 -1.05200
H -4.43760 1.51059 -1.19240
H -6.00791 1.69962 0.66428
H -6.32919 0.54625 -0.59025
H -6.74104 -0.61042 1.60332
H -4.96779 -0.50130 2.01015
```

## Properties
ΔE to the lowest compared entry with this formula, charge and spin: 1488.2 kJ/mol
largest force on an atom: 0.31614 hartree/bohr
E_tot: -23201.2915 eV
highest occupied orbital energy: -8.798 eV

Q: The lowest E_tot belongs to which entry?
A: C18H28N2OS5Ta

Q: Number 2 is which compound?
A: C18H28N2OS5Ta

Q: Which of these has the highest E_tot?
A: number 4